The following is a quantum chemistry calculation of one molecule with the formula C5H5NO at a distorted geometry, from the Open Molecules 2025 dataset.

Structure (XYZ):
```
12
Properties=species:S:1:pos:R:3:lowdin_charge:R:1
H -2.49 -0.53 -1.35 0.093
H -1.54 0.72 1.04 0.085
O 0.32 0.04 1.93 0.080
H -2.38 -1.11 0.37 0.106
C -1.93 -0.46 -0.40 -0.069
N -1.56 0.84 0.03 -0.055
H 0.15 0.53 -1.33 0.128
C 2.08 0.20 0.36 -0.030
C 3.06 -0.12 -0.26 0.154
H 3.96 -0.38 -0.76 0.041
C 0.67 0.12 0.77 -0.398
C -0.33 0.16 -0.39 -0.134
```

Its spin multiplicity is 1. The calculation puts the total energy at -323.3616 a.u. The value obtained for the HOMO energy is -9.38 eV. Its SMILES is C#CC(=O)[C@H]1CN1. As for the HOMO-LUMO gap: 9.33 eV. The molecular weight comes out at 95.10 g mol⁻¹.

***

The following is a quantum chemistry calculation of C37H31BrF4MnN4OPSSe as an isolated structure at a distorted geometry, from the Open Molecules 2025 dataset.

Structure (XYZ):
```
82
Properties=species:S:1:pos:R:3:lowdin_charge:R:1
C -7.37 5.11 -0.46 -0.083
H -3.10 4.53 -1.39 0.081
H -5.37 5.34 -1.35 0.103
N 3.03 1.10 -0.90 0.024
C 6.00 -1.32 -0.42 -0.953
C 4.04 -3.92 3.37 -0.067
H 1.38 -2.82 -3.11 0.126
C -3.74 4.51 0.77 -0.447
C 3.53 -3.87 0.99 -0.356
F -2.14 -6.80 -1.05 0.108
Se 1.56 2.00 2.63 1.245
C 1.30 -5.50 -1.19 -0.154
H -2.70 1.55 2.56 0.061
H 4.86 -3.65 -5.54 0.094
H 3.94 -3.42 4.35 0.125
H -3.56 6.15 -0.71 0.092
H 5.37 -6.58 1.82 0.102
S 7.48 -1.58 -1.04 0.566
C 4.43 -3.50 -4.58 -0.049
H 5.10 -5.81 3.97 0.129
C 5.21 -3.76 -3.43 -0.042
C -3.03 3.15 0.97 -0.229
C 2.87 3.27 -1.93 0.006
N 2.17 0.86 1.29 -0.291
H -2.03 5.40 -0.25 0.088
Mn 2.89 -0.71 0.08 0.666
H 4.47 -5.42 -0.18 0.096
C 0.17 -6.26 -1.49 -0.091
C 3.28 -3.24 -2.06 -0.388
C -1.10 -4.92 0.02 -0.214
H 6.31 -3.90 -3.41 0.118
C -6.03 4.13 1.74 -0.060
H -3.21 0.11 0.85 0.092
C 3.50 -3.28 2.26 -0.121
C 3.15 1.91 -1.96 -0.042
C -0.02 -4.06 0.22 -0.535
H -3.62 6.45 1.82 0.121
C -3.21 2.07 -0.12 -0.396
H -3.93 2.75 2.97 0.065
H 3.05 3.85 -2.76 0.100
C 4.58 -3.71 -2.18 -0.133
C -3.39 5.36 1.98 -0.051
C 2.30 3.09 0.41 -0.310
H -7.91 4.33 2.82 0.113
C 2.46 -3.07 -3.21 -0.091
F 2.49 -5.82 -1.82 0.074
C 2.50 3.90 -0.72 0.067
C 2.50 1.66 0.22 -0.418
F -2.27 -4.64 0.68 0.056
P 2.58 -3.11 -0.38 1.014
H -2.27 3.22 2.98 0.059
H -5.42 3.73 2.59 0.093
C -3.08 5.17 -0.49 -0.056
C 3.06 -3.28 -4.45 -0.079
H -1.92 3.36 0.84 0.140
Br -0.17 -2.58 1.45 0.774
F 0.24 -7.36 -2.30 0.113
C 4.80 -5.69 1.95 -0.055
C -1.02 -6.02 -0.82 -0.078
H 2.48 -3.20 -5.38 0.113
C -7.40 4.40 1.85 -0.066
H -2.34 5.16 2.24 0.080
O -2.80 2.26 -1.27 0.055
N 4.94 -1.10 0.05 -0.035
C -3.89 0.84 0.34 -0.023
H -7.97 5.46 -1.27 0.093
C 1.21 -4.32 -0.44 -0.294
H -9.15 5.13 0.77 0.116
H 3.72 1.46 -2.78 0.149
C 4.63 -5.15 3.20 -0.078
H -4.37 0.31 -0.55 0.118
N 1.76 3.40 1.65 -0.247
C -8.07 4.87 0.72 -0.097
C 4.26 -5.05 0.82 -0.062
C -5.98 5.02 -0.50 -0.008
H 2.59 5.00 -0.50 0.153
H 5.23 -3.84 -1.27 0.094
C -2.97 2.58 2.46 -0.052
C -5.29 4.49 0.64 -0.158
H -4.68 1.08 1.07 0.091
H 3.04 -2.32 2.36 0.060
H -3.94 5.07 2.87 0.073
```

As for the total charge: +1. The expectation value of S² is 4.130. Its spin multiplicity is 4. The calculation puts the total energy at -8987.8681 a.u. The value obtained for the HOMO energy (spin up / spin down) is -10.53 / -10.49 eV. As for the HOMO-LUMO gap (spin up / spin down): 4.81 / 4.76 eV. The molecular weight comes out at 900.52 g mol⁻¹.

***

The following is a quantum chemistry calculation of a 2-piece molecular cluster, C3H7N4OPS overall at a distorted geometry, from the Open Molecules 2025 dataset.

Structure (XYZ):
```
17
Properties=species:S:1:pos:R:3:lowdin_charge:R:1
H -3.20 -0.81 -2.11 0.018
N -3.06 -0.80 1.47 -0.215
N 2.12 -0.66 -0.03 0.100
H -2.77 -1.93 -0.92 0.066
P -2.71 -0.04 0.16 0.271
H 2.63 2.48 -0.03 0.109
C 2.96 0.35 -0.05 -0.180
N 0.89 1.10 0.13 0.109
S -2.42 1.89 -0.32 0.156
O -0.22 -0.89 -0.07 -0.011
N -3.15 -0.99 -1.16 -0.129
H 2.41 -1.53 -0.41 0.146
H 4.02 0.01 0.00 0.142
H -2.55 -0.39 2.24 -0.019
C 0.77 -0.24 0.00 -0.556
H -0.01 1.73 -0.01 0.083
C 2.28 1.46 0.09 -0.089
```

Its spin multiplicity is 1. The calculation puts the total energy at -1152.3452 a.u. The value obtained for the HOMO energy is -8.47 eV. As for the HOMO-LUMO gap: 9.01 eV. The molecular weight comes out at 178.16 g mol⁻¹.

***

The following is a quantum chemistry calculation of one molecule with the formula C19H29N3O4, from the Open Molecules 2025 dataset.

Structure (XYZ):
```
55
Properties=species:S:1:pos:R:3:lowdin_charge:R:1
H 0.87 0.44 1.40 0.087
H 1.06 -3.47 -2.91 0.122
H -2.05 0.63 4.08 0.128
H 2.14 0.81 2.58 0.125
C 0.10 -3.36 -0.04 -0.448
H 0.17 0.53 -1.00 0.117
H -1.48 -1.84 3.76 0.103
H 2.44 0.86 -5.47 0.118
H 0.17 3.87 -0.62 0.126
C 1.56 0.22 -3.54 -0.013
C -1.66 -1.68 0.41 -0.018
H -1.41 0.22 -1.75 0.131
O -2.38 0.58 0.63 0.029
H 3.01 2.61 1.13 0.126
H -0.44 -4.39 -3.11 0.121
C 1.64 0.77 -4.77 -0.118
C -0.23 2.97 1.31 -0.125
H -1.41 1.41 -4.22 0.129
H 0.43 -5.08 -1.00 0.152
H 1.37 4.27 0.64 0.125
C -1.81 -0.36 1.15 -0.460
H 1.22 3.07 2.88 0.144
H 2.92 1.09 0.20 0.124
H -0.66 -1.88 -3.51 0.126
H 0.49 -1.33 0.40 0.146
H -1.78 -2.52 -2.28 0.127
H -0.92 2.25 0.86 0.096
H -2.40 -1.67 -0.39 0.122
H -0.29 -2.14 2.49 0.065
N -0.08 -1.44 -1.57 -0.115
C -0.24 -1.88 -0.20 -0.200
C 0.06 -3.64 -2.50 -0.150
H 0.33 1.16 4.23 0.103
H -0.81 3.80 1.70 0.127
H -1.89 -2.51 1.08 0.122
N 0.16 -4.12 -1.14 0.095
C -1.53 0.93 3.16 -0.148
C 1.48 1.24 1.82 -0.132
O 1.53 2.44 -0.29 -0.150
C 2.32 1.85 0.71 -0.206
O 0.45 1.29 -5.13 0.010
O 0.27 -3.84 1.08 0.043
C -0.34 -0.03 -1.78 -0.119
H -0.69 2.59 4.15 0.117
C 0.23 0.40 -3.09 -0.216
H 0.08 -1.00 3.78 0.089
C 0.57 2.31 2.43 -0.312
H 2.35 -0.27 -2.99 0.110
C -0.30 1.75 3.57 -0.139
C 0.72 3.47 0.23 -0.200
C -0.71 -1.38 3.13 -0.023
H -2.21 1.54 2.57 0.117
C -0.72 -2.33 -2.51 -0.157
N -1.27 -0.27 2.39 -0.099
C -0.40 1.06 -4.11 -0.073
```

Its spin multiplicity is 1. The calculation puts the total energy at -1206.6297 a.u. The value obtained for the HOMO energy is -8.63 eV. Its SMILES is CN(CCC1CCOCC1)C(=O)C[C@H]1C(=O)NCCN1Cc1ccoc1. As for the HOMO-LUMO gap: 9.41 eV. The molecular weight comes out at 363.46 g mol⁻¹.

***

The following is a quantum chemistry calculation of one molecule with the formula C4H12NO2PS at a distorted geometry, from the Open Molecules 2025 dataset.

Structure (XYZ):
```
21
Properties=species:S:1:pos:R:3:lowdin_charge:R:1
H -1.27 -3.08 -1.21 0.113
C -0.95 -2.67 -0.13 -0.185
H 0.18 -3.07 0.00 0.097
H 2.89 0.64 -0.91 0.063
O 2.30 2.46 -0.77 -0.179
H 0.19 2.27 2.32 0.086
O 0.01 1.01 0.92 -0.476
H 1.86 3.15 -1.41 0.134
C -2.22 -0.60 -0.40 -0.119
N -0.96 -1.21 0.10 -0.480
H -1.55 -3.27 0.53 0.050
H 2.84 1.49 -2.51 0.078
H -0.57 0.89 2.99 0.075
H -2.93 -0.99 0.32 0.077
P 0.51 -0.39 0.23 0.707
C 2.31 1.31 -1.57 -0.669
H -2.18 0.47 -0.30 0.065
S 0.64 0.61 -1.69 0.610
H -2.41 -1.06 -1.38 0.082
C 0.17 1.19 2.27 -0.195
H 1.12 0.85 2.61 0.065
```

Its spin multiplicity is 1. The calculation puts the total energy at -1104.3442 a.u. The value obtained for the HOMO energy is -8.52 eV. Its SMILES is COP(SCO)N(C)C. As for the HOMO-LUMO gap: 9.27 eV. The molecular weight comes out at 169.19 g mol⁻¹.

***

The following is a quantum chemistry calculation of C7H10S as an isolated structure at a distorted geometry, from the Open Molecules 2025 dataset.

Structure (XYZ):
```
18
Properties=species:S:1:pos:R:3:lowdin_charge:R:1
C 0.54 1.54 0.29 -0.214
H -1.08 2.84 0.93 0.106
C 0.36 0.03 0.04 -0.796
H 1.16 2.23 -0.37 0.147
H 0.71 0.40 2.29 0.153
H 0.95 -1.03 -2.49 -0.002
H -2.93 -1.36 -0.60 0.077
S 1.56 -0.87 -1.00 0.665
H -1.16 -2.35 -0.59 0.113
H 1.96 -1.17 1.44 0.094
C 0.81 -0.68 1.43 -0.152
H -0.05 -1.54 1.66 0.118
C -0.79 1.88 0.58 -0.199
C -1.72 1.01 0.34 -0.051
H 0.93 1.50 1.43 0.109
C -1.14 -0.25 -0.28 -0.327
C -1.83 -1.35 -0.45 0.015
H -2.83 1.27 0.55 0.144
```

Its spin multiplicity is 1. The calculation puts the total energy at -670.7117 a.u. The value obtained for the HOMO energy is -8.78 eV. As for the HOMO-LUMO gap: 9.38 eV. The molecular weight comes out at 126.22 g mol⁻¹.

***

The following is a quantum chemistry calculation of one molecule with the formula C3H5N3, from the Open Molecules 2025 dataset.

Structure (XYZ):
```
11
Properties=species:S:1:pos:R:3:lowdin_charge:R:1
N 1.73 -0.62 0.37 -0.284
N 0.90 -1.18 1.04 0.084
N 1.51 0.33 -0.64 -0.001
C 0.51 1.28 -0.24 -0.177
C -0.41 0.42 -0.01 -0.051
H 2.74 -0.81 0.40 0.135
H -2.49 0.40 -0.35 0.088
C -1.67 -0.30 -0.13 -0.074
H -1.59 -0.99 -0.97 0.101
H -1.88 -0.88 0.77 0.077
H 0.66 2.35 -0.25 0.102
```

Its spin multiplicity is 1. The calculation puts the total energy at -281.3334 a.u. The value obtained for the HOMO energy (spin up / spin down) is -7.96 / -7.97 eV. As for the HOMO-LUMO gap (spin up / spin down): 8.26 / 8.26 eV. The molecular weight comes out at 83.09 g mol⁻¹.

***

The following is a quantum chemistry calculation of a 8-piece molecular cluster, C5H24BF4N10O7 overall at a distorted geometry, from the Open Molecules 2025 dataset.

Structure (XYZ):
```
51
Properties=species:S:1:pos:R:3:lowdin_charge:R:1
O 2.87 1.74 -4.69 0.011
O 5.80 0.29 2.06 -0.002
H 1.27 -2.60 -1.29 0.021
H 2.36 0.06 -2.05 0.051
H -3.08 0.53 3.34 0.094
H -4.59 -0.38 -3.98 0.100
O 1.24 -3.30 -1.96 -0.049
N -2.78 -0.47 -1.36 0.152
H -0.44 -4.04 -1.72 -0.016
B 0.51 -0.40 -0.04 -1.236
N -2.30 -1.08 1.85 0.173
N -2.52 -0.13 3.85 0.122
N 1.17 1.90 -3.14 0.170
H -3.59 -0.67 -0.80 0.081
N -4.29 -0.66 -3.07 0.142
F 0.04 -1.71 -0.14 0.123
C 4.72 0.10 1.53 -0.689
H 5.20 1.13 -0.11 0.101
H -2.77 -0.31 4.81 0.110
O -2.01 -2.35 3.68 0.054
H -1.71 -1.74 1.36 0.103
H 3.56 0.39 -0.15 0.053
C 2.33 1.42 -3.64 -0.685
H -4.82 -1.19 -2.41 0.086
H 2.79 -0.67 1.63 0.070
H 1.07 -2.84 -2.79 0.060
C -3.05 -0.22 -2.70 -0.677
N 3.63 -0.43 2.13 0.166
C -0.89 3.28 2.59 -0.697
F 1.83 -0.46 -0.55 0.085
N 2.92 0.55 -2.75 0.143
H -1.44 3.16 4.49 0.102
H -1.41 1.59 3.65 0.048
H 0.09 3.06 0.98 0.111
O -2.28 0.36 -3.43 0.036
H -0.40 1.52 1.63 0.056
N 4.46 0.58 0.27 0.156
N -1.39 2.60 3.65 0.148
H 0.52 2.40 -3.73 0.105
H 3.67 -0.74 3.08 0.103
F -0.25 0.50 -0.79 0.115
H -2.58 -0.20 1.48 0.092
C -2.20 -1.27 3.16 -0.705
H 0.77 1.36 -2.38 0.063
O -0.63 4.48 2.59 0.003
O -1.37 -4.29 -1.58 -0.084
F 0.43 -0.08 1.33 0.105
H -1.80 -3.48 -1.32 0.003
H 3.82 0.19 -3.01 0.099
H -1.93 0.01 -1.08 0.067
N -0.57 2.51 1.51 0.159
```

As for the total charge: -1. Its spin multiplicity is 1. The calculation puts the total energy at -1704.0448 a.u. The value obtained for the HOMO energy is -7.22 eV. As for the HOMO-LUMO gap: 9.42 eV. The molecular weight comes out at 423.11 g mol⁻¹.

***

So what do the calculations give for ΔE to the lowest compared entry with this formula, charge and spin? Going down the list: 4.302; 0.089; 1.673; 2.334; 2.734; 5.221; 6.985; 0.388 eV.